No. 1
A structure of composition C26H23OPt. Source: the Open Molecules 2025 dataset; level of theory: ωB97M-V with the def2-TZVPD basis set.

Values from the calculation:
<S²>: 2.173
Calculated total energy (hartree): -1198.59804
Energy relative to the best compared isomer or geometry (same formula, charge and spin) (eV): 4.8726
Lowest unoccupied orbital energy (spin up / spin down) (Ha): 0.089 / 0.089
Spin multiplicity: 3
Orbital gap (spin up / spin down) (eV): 3.63 / 4.00
Total charge: -1

Positions of all 51 atoms, in Å:
1 C 0.502 0.051 2.248
2 C 1.431 -1.017 1.679
3 C 2.236 -0.426 0.670
4 H 1.239 -2.088 1.879
5 C 1.987 1.037 0.679
6 C 0.967 1.322 1.639
7 H 0.598 2.305 1.953
8 H -0.018 0.040 3.274
9 H 2.974 -0.946 0.070
10 H 2.551 1.757 0.093
11 C -1.626 -1.274 -1.076
12 C -2.050 -1.418 0.291
13 C -2.177 0.024 0.887
14 H -2.040 -2.348 0.893
15 C -2.048 0.906 -0.330
16 C -1.736 0.121 -1.492
17 H -1.654 0.469 -2.524
18 H -1.466 -2.132 -1.728
19 H -2.684 0.436 1.799
20 H -2.297 1.976 -0.323
21 Pt 0.083 0.015 -0.048
22 O 1.948 1.043 -3.292
23 C 3.103 0.227 -3.570
24 C 3.095 1.736 -3.870
25 H 3.696 -0.085 -2.678
26 H 3.050 -0.459 -4.453
27 H 3.676 2.378 -3.175
28 H 4.756 3.472 -5.078
29 C 3.966 3.144 -5.762
30 C 3.005 2.221 -5.270
31 C 1.968 1.771 -6.116
32 H 1.202 1.080 -5.731
33 C 1.897 2.247 -7.432
34 H 1.084 1.909 -8.083
35 C 2.855 3.152 -7.918
36 H 2.800 3.519 -8.949
37 C 3.888 3.597 -7.077
38 H 4.638 4.303 -7.434
39 C -1.023 -0.623 1.579
40 C -1.348 -1.190 2.810
41 C -2.059 -1.621 4.007
42 C -2.517 -2.978 4.114
43 C -3.362 -3.322 5.182
44 C -3.521 -2.464 6.280
45 C -2.800 -1.230 6.305
46 C -2.214 -0.749 5.138
47 H -2.209 -3.707 3.360
48 H -3.903 -4.297 5.179
49 H -4.188 -2.767 7.128
50 H -2.742 -0.670 7.251
51 H -1.856 0.294 5.059

---

No. 2
A structure of composition C26H24BiF13N4O6. Source: the Open Molecules 2025 dataset; level of theory: ωB97M-V with the def2-TZVPD basis set.

Values from the calculation:
Calculated total energy (hartree): -3187.76851
Energy relative to the best compared isomer or geometry (same formula, charge and spin) (eV): 0.5384
Lowest unoccupied orbital energy (spin up / spin down) (Ha): -0.311 / -0.311
Orbital gap (spin up / spin down) (eV): 5.99 / 6.01
Total charge: +2

Positions of all 74 atoms, in Å:
1 Bi -0.007 -0.180 -1.429
2 C 2.017 -1.275 1.146
3 O 1.423 -0.063 0.623
4 C 2.327 1.053 0.595
5 C 2.951 1.208 -0.777
6 O 1.948 1.384 -1.789
7 C 1.534 2.728 -2.084
8 C 0.528 3.289 -1.089
9 O -0.563 2.386 -0.881
10 C -1.778 2.778 -1.544
11 H 3.044 -1.387 0.811
12 H 1.980 -1.230 2.236
13 H 1.451 -2.127 0.786
14 H 1.740 1.929 0.858
15 H 3.108 0.916 1.344
16 H 3.656 2.041 -0.787
17 H 3.486 0.299 -1.043
18 H 2.408 3.381 -2.126
19 H 1.093 2.679 -3.081
20 H 0.988 3.474 -0.120
21 H 0.164 4.247 -1.465
22 H -2.020 3.811 -1.295
23 H -1.702 2.669 -2.626
24 H -2.570 2.133 -1.168
25 C -1.429 0.268 -4.833
26 O -1.731 0.126 -3.432
27 C -2.824 -0.763 -3.175
28 C -2.309 -2.163 -2.938
29 O -1.512 -2.215 -1.738
30 C -2.214 -2.796 -0.624
31 H -1.254 -0.696 -5.311
32 H -0.529 0.872 -4.913
33 H -2.256 0.777 -5.329
34 H -3.526 -0.762 -4.011
35 H -3.341 -0.391 -2.286
36 H -1.672 -2.481 -3.761
37 H -3.140 -2.864 -2.858
38 H -2.577 -3.783 -0.905
39 H -3.052 -2.174 -0.302
40 H -1.502 -2.901 0.191
41 F 2.274 -2.151 -5.066
42 C 1.481 -1.906 -4.041
43 F 0.281 -2.472 -4.277
44 F 1.245 -0.566 -3.980
45 C 2.053 -2.387 -2.682
46 O 1.501 -1.724 -1.616
47 C 3.604 -2.136 -2.681
48 F 3.871 -0.931 -3.226
49 F 4.275 -3.061 -3.348
50 F 4.056 -2.101 -1.418
51 C 1.800 -3.924 -2.535
52 F 0.522 -4.143 -2.193
53 F 2.046 -4.579 -3.668
54 F 2.570 -4.416 -1.563
55 F -0.553 1.917 2.666
56 C -0.871 1.534 3.904
57 C -0.449 2.280 4.944
58 F 0.273 3.349 4.696
59 C -0.778 1.936 6.307
60 C -1.610 0.766 6.464
61 C -2.027 0.028 5.409
62 F -2.767 -1.040 5.625
63 C -1.662 0.352 4.062
64 C -2.040 -0.428 2.977
65 C -1.584 -0.234 1.665
66 N -1.282 -0.276 0.553
67 C -2.916 -1.558 3.054
68 N -3.620 -2.465 3.009
69 F -1.950 0.395 7.670
70 C -0.325 2.663 7.378
71 C -0.664 2.382 8.733
72 N -0.906 2.233 9.847
73 C 0.548 3.784 7.249
74 N 1.265 4.682 7.211

---

No. 3
A structure of composition C26H24ClN2O3P2RuS2Te. Source: the Open Molecules 2025 dataset; level of theory: ωB97M-V with the def2-TZVPD basis set.

Values from the calculation:
<S²>: 0.799
Calculated total energy (hartree): -3642.60443
Lowest unoccupied orbital energy (spin up / spin down) (Ha): -0.069 / -0.063
Spin multiplicity: 2
Orbital gap (spin up / spin down) (eV): 5.72 / 5.90

Positions of all 62 atoms, in Å:
1 Ru 0.327 -0.087 -0.159
2 Cl 2.927 0.511 0.204
3 C 3.194 2.212 0.345
4 C 4.453 2.684 0.679
5 C 4.659 4.053 0.771
6 C 3.612 4.932 0.546
7 C 2.355 4.454 0.234
8 C 2.128 3.084 0.115
9 P 0.460 2.417 -0.208
10 C 0.328 2.316 -2.023
11 C -0.952 2.105 -2.546
12 C -1.122 1.944 -3.907
13 C -0.017 1.966 -4.748
14 C 1.252 2.157 -4.230
15 C 1.434 2.336 -2.869
16 C -0.590 3.847 0.180
17 C -0.949 4.757 -0.811
18 C -1.666 5.888 -0.478
19 C -2.024 6.120 0.841
20 C -1.680 5.208 1.827
21 C -0.968 4.067 1.502
22 H 5.261 1.993 0.858
23 H 5.643 4.429 1.003
24 H 3.775 5.997 0.603
25 H 1.539 5.140 0.071
26 H -1.804 2.068 -1.875
27 H -2.110 1.785 -4.311
28 H -0.151 1.828 -5.810
29 H 2.111 2.170 -4.884
30 H 2.423 2.494 -2.464
31 H -0.651 4.582 -1.834
32 H -1.938 6.592 -1.251
33 H -2.567 7.017 1.099
34 H -1.968 5.388 2.852
35 H -0.688 3.348 2.262
36 S -2.155 0.385 0.452
37 C -1.655 0.053 2.070
38 S -0.004 0.216 2.490
39 C -2.618 -0.352 2.989
40 C -3.975 -0.365 2.627
41 N -5.087 -0.355 2.335
42 C -2.263 -0.851 4.250
43 N -1.969 -1.306 5.264
44 C -0.162 -5.583 0.748
45 C 1.147 -5.139 0.125
46 O 0.905 -4.131 -0.857
47 P 0.915 -2.603 -0.371
48 O 0.202 -2.355 0.904
49 Te 0.166 -1.499 -2.405
50 O 2.489 -2.312 -0.096
51 C 3.469 -2.664 -1.065
52 C 4.844 -2.371 -0.490
53 H -0.003 -6.465 1.364
54 H -0.875 -5.816 -0.039
55 H -0.569 -4.781 1.360
56 H 1.639 -5.959 -0.412
57 H 1.831 -4.753 0.892
58 H 3.295 -2.088 -1.987
59 H 3.364 -3.726 -1.314
60 H 4.932 -1.321 -0.224
61 H 5.601 -2.616 -1.227
62 H 5.014 -2.964 0.404

---

Calculated F_max in order - 5.1, 1.2, 5.7 eV Å⁻¹